(1)
# C10H36N18O12

10 unconnected molecules or ions with the total composition C10H36N18O12 at a distorted geometry (ωB97M-V/def2-TZVPD, the OMol25 dataset).

**Highest occupied orbital energy**: -0.1739 Ha
**Total charge**: -2
**Frontier orbital gap**: 8.89 eV
**Energy above the lowest of the compared OMol25 structures with the same formula, charge and spin**: 0.000 eV
**LUMO**: 4.154 eV

```
76
Properties=species:S:1:pos:R:3:lowdin_charge:R:1
C -0.13 -0.21 -0.45 -0.889
O 0.66 0.11 0.50 -0.121
O 0.26 -1.09 -1.33 -0.161
O -1.29 0.32 -0.57 -0.137
C 3.76 -0.77 -2.42 -0.690
O 4.85 -0.79 -3.00 -0.020
N 3.64 -0.55 -1.08 0.171
N 2.57 -0.97 -3.06 0.150
H 4.46 -0.52 -0.52 0.088
H 2.71 -0.46 -0.68 0.057
H 2.66 -1.08 -4.05 0.103
H 1.75 -0.70 -2.51 0.061
C 2.18 -3.83 -0.14 -0.683
O 2.82 -4.82 0.20 -0.016
N 2.00 -3.45 -1.44 0.161
N 1.50 -3.00 0.70 0.165
H 2.65 -3.85 -2.09 0.099
H 1.54 -2.57 -1.63 0.028
H 1.57 -3.13 1.69 0.103
H 1.10 -2.17 0.29 0.040
C -2.79 4.00 -1.71 -0.675
O -2.80 5.22 -1.78 0.004
N -3.87 3.32 -1.21 0.151
N -1.79 3.21 -2.20 0.171
H -3.77 2.34 -1.02 0.055
H -4.69 3.76 -0.85 0.096
H -1.67 2.27 -1.85 0.058
H -0.94 3.73 -2.39 0.091
C -0.46 -0.86 4.03 -0.683
O -0.35 -1.21 5.21 -0.023
N 0.42 -0.03 3.44 0.168
N -1.48 -1.29 3.23 0.171
H 1.17 0.30 4.02 0.080
H 0.30 0.33 2.50 0.045
H -2.20 -1.86 3.64 0.099
H -1.31 -1.23 2.24 0.067
C -2.87 -2.83 -0.09 -0.674
O -3.65 -3.77 -0.02 -0.010
N -3.21 -1.59 -0.57 0.164
N -1.54 -2.94 0.17 0.171
H -4.19 -1.42 -0.74 0.095
H -2.54 -0.87 -0.80 0.022
H -1.21 -3.75 0.67 0.100
H -1.01 -2.09 0.18 0.036
C 1.28 3.70 -0.55 -0.684
O 1.47 4.78 -1.06 0.006
N 1.50 2.49 -1.16 0.164
N 0.83 3.52 0.74 0.166
H 1.80 2.47 -2.12 0.104
H 0.83 1.79 -0.84 0.050
H 0.79 2.55 1.01 0.063
H 0.88 4.27 1.40 0.103
C -3.09 2.21 2.19 -0.677
O -3.76 2.79 3.03 0.005
N -1.73 2.28 2.09 0.164
N -3.58 1.42 1.18 0.141
H -1.21 1.93 1.30 0.049
H -1.23 2.77 2.81 0.099
H -4.55 1.20 1.18 0.099
H -2.95 1.09 0.46 0.037
C 3.71 0.40 3.30 -0.689
O 3.28 1.46 3.75 0.006
N 4.67 -0.28 4.00 0.136
N 3.26 -0.25 2.20 0.177
H 5.15 0.22 4.72 0.091
H 5.00 -1.18 3.70 0.085
H 2.41 -0.06 1.69 0.057
H 3.80 -1.04 1.88 0.087
C -1.90 -1.31 -4.14 -0.694
O -2.54 -1.55 -5.18 -0.040
N -1.01 -2.17 -3.60 0.167
N -2.07 -0.15 -3.45 0.161
H -0.57 -1.89 -2.72 0.045
H -0.80 -3.03 -4.07 0.097
H -2.81 0.43 -3.80 0.094
H -1.69 -0.06 -2.51 0.042
```



(2)
# C22H25Br4N5O3OsS2

A molecular structure, C22H25Br4N5O3OsS2 (ωB97M-V/def2-TZVPD, the OMol25 dataset).

**Highest occupied orbital energy (alpha / beta)**: -0.4713 / -0.4742 Ha
**Total charge**: +2
**Frontier orbital gap (alpha / beta)**: 5.27 / 5.36 eV
**Energy above the lowest of the compared OMol25 structures with the same formula, charge and spin**: 0.000 eV
**LUMO (alpha / beta)**: -7.558 / -7.544 eV

```
62
Properties=species:S:1:pos:R:3:lowdin_charge:R:1
Os 0.25 -0.14 -0.11 1.221
Br -3.13 -5.98 -1.73 0.824
C -2.39 -4.52 -0.83 -0.729
C -2.56 -4.41 0.60 -0.728
Br -3.50 -5.73 1.52 0.825
C -2.02 -3.35 1.29 -0.655
Br -2.17 -3.12 3.15 0.832
C -1.31 -2.37 0.58 -0.362
O -0.78 -1.32 1.14 -0.208
C -1.16 -2.46 -0.84 -0.365
O -0.52 -1.50 -1.41 -0.166
C -1.71 -3.56 -1.53 -0.658
Br -1.44 -3.62 -3.38 0.850
C 0.31 1.19 4.70 0.015
N 0.96 0.06 4.04 -0.082
C 1.30 -1.14 4.65 0.006
C 1.85 -1.92 3.71 0.001
N 1.85 -1.20 2.53 0.012
C 1.29 0.02 2.75 -0.629
S 1.05 1.26 1.59 0.715
C 2.48 -1.64 1.34 -0.219
C 3.64 -2.38 1.45 0.037
C 4.22 -2.91 0.31 0.004
C 3.61 -2.68 -0.91 -0.006
C 2.48 -1.90 -0.95 -0.075
N 1.91 -1.37 0.15 -0.041
H 0.02 0.88 5.70 0.105
H -0.57 1.47 4.13 0.090
H 0.99 2.03 4.76 0.108
H 1.10 -1.32 5.69 0.145
H 2.21 -2.93 3.77 0.143
H 4.10 -2.52 2.42 0.132
H 5.12 -3.49 0.38 0.133
H 4.01 -3.09 -1.83 0.128
H 1.98 -1.67 -1.88 0.114
C 1.99 1.49 -4.85 0.002
N 1.74 2.20 -3.59 -0.169
C 2.04 3.63 -3.53 0.002
C 1.43 1.54 -2.52 -0.185
N 1.15 0.96 -1.55 0.029
H 3.07 1.43 -5.04 0.102
H 1.51 2.03 -5.66 0.101
H 1.58 0.49 -4.80 0.098
H 3.12 3.80 -3.62 0.103
H 1.69 4.04 -2.58 0.093
H 1.53 4.14 -4.34 0.101
C -4.15 2.09 -1.35 -0.105
C -3.97 1.44 0.01 -0.368
S -2.31 1.53 0.71 0.994
O -1.43 1.00 -0.46 -0.681
C -2.00 3.32 0.76 -0.360
C -1.32 3.88 -0.48 -0.107
H -5.10 1.78 -1.76 0.092
H -3.36 1.78 -2.04 0.079
H -4.15 3.18 -1.28 0.077
H -4.18 0.37 -0.02 0.096
H -4.61 1.88 0.78 0.104
H -1.38 3.46 1.64 0.074
H -2.97 3.78 0.95 0.101
H -0.45 3.28 -0.74 0.047
H -0.99 4.89 -0.26 0.094
H -1.98 3.91 -1.34 0.073
```



(3)
# C26H43Cl3LuN3O3Si

A molecular structure, C26H43Cl3LuN3O3Si at a distorted geometry (ωB97M-V/def2-TZVPD, the OMol25 dataset).

**Highest occupied orbital energy**: -0.1476 Ha
**Frontier orbital gap**: 4.24 eV
**Energy above the lowest of the compared OMol25 structures with the same formula, charge and spin**: 6.709 eV
**LUMO**: 0.225 eV

```
80
Properties=species:S:1:pos:R:3:lowdin_charge:R:1
C 5.34 0.92 0.63 -0.031
C 3.97 1.56 0.79 -0.401
H 6.00 1.18 1.48 0.081
H 5.85 1.23 -0.32 0.090
H 5.20 -0.17 0.65 0.057
C 3.85 2.85 1.32 -0.242
C 4.91 3.87 1.33 -0.196
H 3.10 3.04 2.08 0.048
H 5.13 4.16 0.30 0.052
H 5.84 3.52 1.82 0.046
H 4.55 4.76 1.88 0.059
Lu -1.73 -0.71 -1.26 1.030
Cl -0.57 -2.57 0.04 0.020
Cl -2.11 -1.11 -3.67 -0.151
H -6.11 -3.86 -2.88 0.100
H -4.70 -5.97 -2.37 0.094
C -5.18 -3.26 -2.85 -0.029
C -3.85 -5.29 -2.46 -0.032
N -4.21 -3.96 -2.01 -0.168
H -5.38 -2.28 -2.42 0.091
C -3.54 -3.33 -1.04 -0.278
O -3.46 -2.05 -0.98 -0.281
H -3.02 -5.68 -1.86 0.096
H -3.04 -3.95 -0.28 0.133
H -4.79 -3.16 -3.87 0.091
H -3.54 -5.28 -3.52 0.104
H 1.51 2.49 -2.42 0.085
H 1.28 4.36 -0.21 0.086
C 0.56 3.01 -2.64 -0.032
C 0.30 4.51 -0.69 -0.032
N -0.16 3.31 -1.40 -0.135
H -0.05 2.39 -3.30 0.090
C -1.10 2.54 -0.86 -0.303
O -1.68 1.56 -1.42 -0.266
H -0.42 4.78 0.10 0.095
H -1.32 2.80 0.20 0.130
H 0.80 3.97 -3.12 0.094
H 0.40 5.34 -1.39 0.095
O 2.94 0.93 -0.22 -0.216
C 2.82 0.58 1.12 -0.314
C 1.08 2.32 1.82 -0.077
C 1.65 1.03 1.88 -0.185
H 1.48 3.06 1.12 0.066
C 0.13 2.71 2.78 -0.095
H 3.23 -0.41 1.35 0.129
C 1.23 0.15 2.87 -0.043
H -0.25 3.74 2.79 0.104
C -0.34 1.78 3.72 -0.115
C 0.24 0.50 3.78 -0.103
H 1.73 -0.82 2.92 0.116
H -1.13 2.06 4.45 0.105
H -0.10 -0.24 4.52 0.107
Si 2.09 -1.33 -2.64 0.466
Cl 0.66 -0.01 -1.28 0.361
C 1.69 -0.81 -4.42 -0.203
C 1.25 -3.00 -2.52 -0.280
C 3.86 -1.36 -2.09 -0.186
H 1.46 0.27 -4.51 0.020
H 0.81 -1.38 -4.79 0.016
H 2.53 -1.04 -5.10 0.038
H 4.41 -0.49 -2.46 0.046
H 4.31 -2.28 -2.52 0.049
H 3.92 -1.41 -0.99 0.031
H 1.28 -3.41 -1.50 -0.028
H 1.74 -3.74 -3.18 0.043
H 0.20 -2.93 -2.83 -0.014
N -2.04 0.26 1.19 0.030
C -2.80 -0.36 2.25 -0.314
C -3.74 0.36 2.99 -0.041
C -4.29 -0.24 4.14 -0.086
C -3.94 -1.56 4.49 -0.098
C -3.05 -2.28 3.68 -0.082
C -2.52 -1.69 2.54 -0.081
H -1.03 0.13 1.38 0.062
H -2.19 1.27 1.20 0.074
H -4.00 1.38 2.72 0.110
H -4.98 0.32 4.78 0.104
H -4.35 -2.03 5.40 0.102
H -2.76 -3.31 3.94 0.109
H -1.87 -2.25 1.88 -0.012
```



(4)
# C36H33ClN5O5STi

A molecular structure, C36H33ClN5O5STi (ωB97M-V/def2-TZVPD, the OMol25 dataset).

**Highest occupied orbital energy (alpha / beta)**: 0.0021 / -0.0882 Ha
**Multiplicity**: 4
**Total charge**: -2
**Frontier orbital gap (alpha / beta)**: 4.14 / 6.59 eV
**Energy above the lowest of the compared OMol25 structures with the same formula, charge and spin**: 0.089 eV
**LUMO (alpha / beta)**: 4.199 / 4.195 eV

```
82
Properties=species:S:1:pos:R:3:lowdin_spin:R:1
Ti -0.67 0.10 -0.48 0.978
N 1.16 1.35 -0.38 0.012
C 0.85 2.74 -0.18 0.044
C 1.84 3.69 0.03 0.061
C 1.49 5.03 0.19 0.036
C 0.16 5.41 0.12 0.068
C -0.86 4.47 -0.07 0.023
C -2.25 4.80 -0.13 0.264
C -3.18 3.76 -0.27 0.068
C -2.76 2.45 -0.35 0.155
N -1.44 2.09 -0.31 0.182
C -0.50 3.10 -0.19 0.031
H 1.52 1.21 -1.33 0.003
H 1.90 1.03 0.27 0.002
H 2.87 3.37 0.09 0.004
H 2.26 5.77 0.35 0.001
H -0.12 6.46 0.22 0.002
H -2.56 5.83 -0.06 0.019
H -4.24 3.96 -0.32 -0.001
H -3.46 1.64 -0.45 0.011
O 0.29 -1.60 -0.60 0.002
N 1.06 -2.64 -0.82 -0.001
C 0.89 -3.67 0.03 0.001
C 1.60 -4.82 -0.07 0.000
C 2.56 -4.90 -1.09 0.000
C 2.76 -3.84 -1.92 0.000
C 2.02 -2.62 -1.82 0.000
S 2.27 -1.28 -2.80 0.000
H 0.14 -3.47 0.79 0.001
H 1.44 -5.62 0.63 0.000
H 3.16 -5.79 -1.21 0.000
H 3.50 -3.86 -2.70 0.000
C 0.27 -0.25 3.87 0.104
C -0.59 -1.29 4.24 0.030
C -1.55 -1.74 3.37 0.053
C -1.66 -1.14 2.09 0.090
N -0.77 -0.16 1.72 0.124
C 0.15 0.25 2.59 0.008
C -2.66 -1.49 1.13 0.156
C -3.77 -2.32 1.42 0.031
C -4.73 -2.55 0.47 0.079
C -4.60 -1.95 -0.81 0.111
C -3.51 -1.15 -1.03 0.021
N -2.56 -0.91 -0.12 0.161
H 1.05 0.11 4.52 0.007
H -0.50 -1.76 5.22 0.000
H -2.19 -2.57 3.64 0.004
H 0.85 0.99 2.23 -0.001
H -3.88 -2.76 2.40 0.001
H -5.58 -3.18 0.70 0.004
H -5.33 -2.10 -1.59 0.008
H -3.34 -0.67 -1.99 -0.001
C -4.87 0.87 -7.64 0.000
C -3.86 0.92 -6.52 0.000
C -3.19 -0.22 -6.12 0.000
C -2.23 -0.19 -5.10 0.000
C -1.57 -1.48 -4.69 0.000
C -1.93 1.03 -4.49 0.000
C -2.59 2.20 -4.89 0.001
C -2.30 3.53 -4.24 0.001
C -3.56 2.12 -5.89 0.000
C -0.89 1.10 -3.39 0.005
O 0.01 1.93 -3.46 0.003
O -1.03 0.19 -2.49 0.029
H -5.33 -0.11 -7.72 0.000
H -4.40 1.09 -8.60 0.000
H -5.67 1.61 -7.49 0.000
H -3.42 -1.17 -6.59 0.000
H -1.65 -2.22 -5.50 0.000
H -2.03 -1.89 -3.80 0.000
H -0.51 -1.35 -4.44 0.000
H -2.40 3.47 -3.15 0.001
H -2.99 4.29 -4.61 0.000
H -1.28 3.84 -4.44 0.000
H -4.09 3.02 -6.18 0.000
Cl 4.81 0.25 4.19 0.000
C 4.33 -0.96 2.94 0.000
C 3.26 -0.49 1.93 0.000
O 3.18 0.73 1.69 0.001
O 2.63 -1.43 1.43 0.000
H 3.96 -1.83 3.48 0.000
H 5.24 -1.22 2.40 0.000
```



(5)
# C5H6O

A single C5H6O molecule (ωB97M-V/def2-TZVPD, the OMol25 dataset).

**Highest occupied orbital energy**: -0.2915 Ha
**Frontier orbital gap**: 8.05 eV
**Energy above the lowest of the compared OMol25 structures with the same formula, charge and spin**: 6.459 eV
**LUMO**: 0.117 eV

```
12
Properties=species:S:1:pos:R:3:lowdin_charge:R:1
C 1.35 0.98 0.84 -0.089
C 0.21 -0.03 0.97 -0.141
C -1.32 -0.26 0.02 -0.233
O -0.95 0.98 0.13 -0.045
C -1.33 -0.82 -1.33 -0.114
C -1.53 -1.43 -2.35 0.119
H 2.20 0.60 1.41 0.085
H 1.04 1.94 1.25 0.080
H 1.65 1.11 -0.20 0.083
H -0.17 -0.15 1.97 0.109
H 0.55 -0.99 0.55 0.117
H -1.69 -1.94 -3.28 0.028
```



(6)
# CH2NO3S

A gas-phase ion, CH2NO3S (charge -1) at a distorted geometry (ωB97M-V/def2-TZVPD, the OMol25 dataset).

**Highest occupied orbital energy (alpha / beta)**: -0.0621 / -0.1980 Ha
**Multiplicity**: 3
**Total charge**: -1
**Frontier orbital gap (alpha / beta)**: 5.99 / 6.72 eV
**Energy above the lowest of the compared OMol25 structures with the same formula, charge and spin**: 2.069 eV
**LUMO (alpha / beta)**: 4.304 / 1.329 eV

```
8
Properties=species:S:1:pos:R:3:lowdin_spin:R:1
C 0.07 1.37 0.23 0.636
N 0.75 0.37 -0.20 0.931
O 0.32 -1.70 -1.49 0.018
O -1.43 -0.98 -0.01 0.126
O 0.69 -1.75 1.00 0.048
S 0.03 -1.19 -0.16 0.050
H 0.60 2.39 0.06 0.094
H -1.02 1.49 0.57 0.098
```



(7)
# CH3I2PS2

2 unconnected molecules or ions with the total composition CH3I2PS2 at a distorted geometry (ωB97M-V/def2-TZVPD, the OMol25 dataset).

**Highest occupied orbital energy (alpha / beta)**: -0.3119 / -0.3134 Ha
**Frontier orbital gap (alpha / beta)**: 4.99 / 5.04 eV
**Energy above the lowest of the compared OMol25 structures with the same formula, charge and spin**: 1.895 eV
**LUMO (alpha / beta)**: -3.501 / -3.489 eV

```
9
Properties=species:S:1:pos:R:3:lowdin_charge:R:1
C 1.17 -0.74 -0.76 -0.407
P -0.76 0.54 1.07 -0.409
S 0.63 1.56 1.87 0.204
S -0.25 -1.28 0.28 0.439
I -2.87 -0.01 2.38 0.381
I -2.12 1.99 -2.02 -0.251
H 0.96 -0.72 -1.80 0.030
H 1.87 -1.59 -0.62 0.045
H 1.37 0.25 -0.40 -0.031
```



(8)
# C39H44BrCsN6O2

A molecular structure, C39H44BrCsN6O2 at a distorted geometry (ωB97M-V/def2-TZVPD, the OMol25 dataset).

**Highest occupied orbital energy**: -0.0472 Ha
**Total charge**: -2
**Frontier orbital gap**: 4.62 eV
**Energy above the lowest of the compared OMol25 structures with the same formula, charge and spin**: 1.433 eV
**LUMO**: 3.333 eV

```
93
Properties=species:S:1:pos:R:3:lowdin_charge:R:1
Cs 1.10 -0.14 -1.21 0.984
C -3.30 -1.12 3.21 -0.079
C -2.23 -2.19 3.40 -0.380
C -2.46 -3.33 2.39 -0.059
C -0.81 -1.67 3.28 -0.205
C -0.50 -0.41 2.77 -0.017
C 0.82 0.02 2.64 -0.050
C 1.88 -0.82 2.99 -0.276
C 3.31 -0.38 2.80 -0.057
C 1.57 -2.08 3.50 -0.069
C 0.26 -2.49 3.65 -0.061
H -4.28 -1.52 3.47 0.075
H -3.35 -0.80 2.17 0.063
H -3.11 -0.24 3.84 0.077
H -2.33 -2.61 4.41 0.126
H -2.38 -2.94 1.37 0.067
H -3.47 -3.75 2.50 0.075
H -1.74 -4.13 2.52 0.065
H -1.29 0.26 2.46 0.092
H 1.04 1.00 2.23 0.068
H 3.39 0.33 1.97 0.035
H 3.95 -1.24 2.62 0.058
H 3.68 0.13 3.70 0.073
H 2.38 -2.75 3.76 0.098
H 0.04 -3.48 4.06 0.103
N 0.59 -3.55 -2.88 0.016
N 0.62 -2.93 -4.15 -0.040
C 1.13 -1.61 -4.21 -0.771
O 0.72 -0.95 -5.22 -0.087
O 1.88 -1.21 -3.31 -0.394
H 0.51 -4.54 -3.02 0.061
H -0.21 -3.23 -2.33 0.044
H -0.24 -2.98 -4.67 0.115
N -0.08 1.29 -4.29 0.024
C -0.59 2.16 -3.73 -0.105
H 0.35 0.37 -4.74 0.011
C -4.28 2.13 -2.06 -0.102
N -3.86 2.09 -0.68 -0.265
C -4.92 2.41 0.25 -0.136
C -2.98 0.96 -0.36 -0.188
C -3.43 -0.47 -0.65 -0.296
C -4.76 -0.84 -0.47 -0.095
C -5.18 -2.15 -0.70 -0.146
C -4.24 -3.08 -1.11 -0.162
C -2.91 -2.69 -1.25 -0.221
C -2.42 -1.39 -1.04 -0.089
H -4.70 3.11 -2.29 0.073
H -5.04 1.37 -2.31 0.076
H -3.41 1.97 -2.71 0.067
H -5.19 3.47 0.14 0.071
H -4.56 2.26 1.27 0.079
H -5.84 1.83 0.12 0.058
H -2.73 1.06 0.71 0.095
H -2.04 1.11 -0.90 0.080
H -5.50 -0.12 -0.13 0.070
H -6.22 -2.42 -0.57 0.073
H -4.55 -4.11 -1.31 0.072
H -2.21 -3.49 -1.54 0.042
Br 4.41 -7.23 -1.89 0.717
C 3.93 -5.81 -0.74 -0.701
C 4.67 -4.65 -0.75 -0.106
C 4.28 -3.64 0.13 -0.120
N 3.25 -3.75 0.96 0.086
C 2.54 -4.87 0.92 -0.126
C 2.84 -5.94 0.09 -0.114
H 5.50 -4.51 -1.42 0.100
H 4.82 -2.70 0.16 0.114
H 1.68 -4.91 1.59 0.109
H 2.23 -6.83 0.08 0.097
N 2.45 1.82 0.38 -0.093
C 2.35 3.02 0.03 -0.462
C 3.57 3.92 -0.19 -0.181
C 3.62 5.24 0.27 -0.055
C 4.78 6.00 0.16 -0.116
C 5.92 5.46 -0.44 -0.135
C 5.88 4.15 -0.91 -0.110
C 4.72 3.39 -0.77 -0.049
C 1.01 3.72 -0.22 -0.199
C -0.08 3.47 0.61 -0.044
C -1.33 3.99 0.33 -0.098
C -1.52 4.77 -0.80 -0.110
C -0.45 5.04 -1.64 -0.116
C 0.81 4.52 -1.34 -0.066
H 2.73 5.67 0.72 0.108
H 4.80 7.01 0.53 0.085
H 6.82 6.05 -0.54 0.080
H 6.75 3.72 -1.39 0.087
H 4.68 2.36 -1.10 0.101
H 0.08 2.84 1.48 0.093
H -2.17 3.76 0.97 0.089
H -2.52 5.13 -1.05 0.090
H -0.60 5.61 -2.54 0.091
H 1.64 4.71 -2.01 0.112
```



(9)
# C4H7NO

A single C4H7NO molecule at a distorted geometry (ωB97M-V/def2-TZVPD, the OMol25 dataset).

**Highest occupied orbital energy**: -0.3035 Ha
**Frontier orbital gap**: 9.10 eV
**Energy above the lowest of the compared OMol25 structures with the same formula, charge and spin**: 2.700 eV
**LUMO**: 0.840 eV

```
13
Properties=species:S:1:pos:R:3:lowdin_charge:R:1
C 0.02 -0.24 0.96 -0.174
C -0.52 1.13 0.56 -0.187
O 0.12 1.68 -0.60 -0.114
C 0.65 0.94 -1.56 -0.135
N 0.52 -0.40 -1.41 -0.026
C -0.07 -1.13 -0.27 -0.183
H 1.07 -0.15 1.28 0.120
H -0.56 -0.62 1.81 0.118
H -1.58 1.07 0.33 0.126
H -0.36 1.88 1.34 0.124
H 1.39 -0.68 -1.84 0.097
H 0.43 -2.10 -0.12 0.116
H -1.12 -1.37 -0.47 0.117
```